80
Properties=species:S:1:pos:R:3 method="wB97M-V/def2-TZVPD" orbital_gap_ev=10.11 total_charge=-1 e_tot_ev=-50702.883
B -82.34 -35.64 66.92
F -81.26 -36.19 67.63
F -82.93 -34.67 67.67
F -81.76 -35.13 65.78
F -83.33 -36.51 66.65
C -79.52 -33.64 68.14
C -78.10 -33.19 68.35
N -77.10 -32.72 68.45
H -80.02 -33.98 69.04
H -80.16 -32.76 67.90
H -79.53 -34.29 67.55
C -79.90 -39.67 68.32
C -79.41 -39.77 69.75
N -79.10 -39.88 70.83
H -79.09 -40.10 67.83
H -80.82 -40.28 68.08
H -80.11 -38.73 68.10
C -81.27 -33.09 63.37
C -79.82 -33.08 63.74
N -78.69 -33.10 63.99
H -81.50 -32.27 62.71
H -81.64 -34.05 63.15
H -81.74 -33.02 64.38
C -84.83 -35.43 69.79
C -86.18 -35.47 70.50
N -87.16 -35.38 71.00
H -84.60 -36.29 69.15
H -84.53 -34.60 69.26
H -84.11 -35.65 70.60
C -78.95 -37.00 64.55
C -77.43 -36.44 64.67
N -76.35 -36.12 64.79
H -79.65 -36.71 65.50
H -79.62 -36.53 63.81
H -78.85 -38.01 64.59
C -82.79 -29.78 66.64
C -82.26 -31.26 67.01
O -83.19 -32.10 66.57
H -81.99 -29.00 66.62
H -83.40 -29.72 67.33
H -83.07 -29.98 65.55
H -82.23 -31.50 68.09
H -81.30 -31.61 66.59
H -82.97 -33.01 66.48
C -81.73 -37.62 71.12
C -80.82 -36.54 71.20
O -81.33 -35.45 70.55
H -82.64 -37.61 71.90
H -81.51 -38.56 71.69
H -82.08 -37.80 70.05
H -79.98 -36.90 70.60
H -80.71 -36.18 72.26
H -81.25 -35.61 69.55
C -82.63 -37.28 62.93
C -83.80 -36.28 62.98
O -84.55 -36.34 64.15
H -83.11 -38.31 63.08
H -81.94 -37.09 63.74
H -82.22 -37.13 62.06
H -84.52 -36.31 62.07
H -83.32 -35.19 63.12
H -84.05 -36.07 64.95
C -82.71 -39.80 65.45
C -83.70 -39.80 66.51
O -83.10 -39.28 67.69
H -82.05 -40.51 65.89
H -82.32 -38.90 65.27
H -82.86 -40.24 64.41
H -83.86 -40.79 66.63
H -84.66 -39.30 66.38
H -83.12 -38.46 67.46
C -83.64 -30.92 70.77
C -83.54 -32.44 70.45
O -82.28 -32.78 71.10
H -84.60 -30.56 70.42
H -82.89 -30.42 70.19
H -83.36 -30.71 71.87
H -83.46 -32.73 69.35
H -84.19 -32.92 71.10
H -82.34 -33.67 71.02

---

145
Properties=species:S:1:pos:R:3 method="wB97M-V/def2-TZVPD" orbital_gap_ev=6.56 e_tot_ev=-187198.198
Ga -1.61 1.19 -0.12
C -0.83 -0.43 -1.08
Si -2.27 -1.63 -1.03
C -3.61 -0.38 -1.64
N -3.76 0.76 -0.74
C -4.66 0.37 0.37
C -5.46 1.54 0.93
C -6.43 2.08 -0.13
C -5.82 1.93 -1.53
C -4.30 1.95 -1.44
C -2.21 -2.86 -2.48
C -1.75 -2.43 -3.73
C -1.82 -3.25 -4.84
C -2.36 -4.53 -4.73
C -2.81 -4.98 -3.50
C -2.72 -4.15 -2.39
C -2.75 -2.52 0.56
C -1.88 -2.94 1.76
C -3.71 -2.39 3.40
C -4.67 -3.32 2.88
C -4.80 -3.60 1.56
C -4.03 -2.97 0.53
H -0.63 -0.17 -2.11
H 0.10 -0.76 -0.62
H -4.58 -0.83 -1.84
H -3.21 -0.02 -2.59
H -4.07 -0.09 1.16
H -5.37 -0.39 0.02
H -4.79 2.33 1.25
H -6.01 1.20 1.81
H -6.62 3.14 0.07
H -7.39 1.56 -0.08
H -6.15 2.73 -2.19
H -6.15 0.99 -1.99
H -3.98 2.84 -0.90
H -3.84 1.99 -2.43
H -1.34 -1.44 -3.84
H -1.46 -2.90 -5.80
H -2.44 -5.16 -5.61
H -3.22 -5.97 -3.41
H -3.06 -4.52 -1.43
H -0.02 -3.43 2.60
H -4.02 -1.82 4.27
H -5.41 -3.71 3.57
H -5.63 -4.20 1.23
H -4.60 -2.79 -0.38
C 6.92 -3.16 2.64
C 5.85 -3.59 1.62
C 6.05 -5.07 1.22
C 4.49 -3.43 2.25
C 4.23 -4.15 3.41
C 3.03 -4.05 4.06
C 2.05 -3.22 3.56
C 2.24 -2.47 2.41
P 0.85 -1.31 1.88
C -0.30 -2.81 1.73
C -2.51 -2.14 2.86
C -2.02 -4.46 1.89
C -1.36 -5.24 1.05
C -0.36 -4.68 0.16
C 0.20 -3.52 0.50
C 0.81 -0.53 3.56
C 1.59 0.63 3.58
C 1.77 1.34 4.75
C 1.19 0.90 5.93
C 0.42 -0.25 5.91
C 0.22 -0.97 4.74
C 3.50 -2.58 1.74
O 3.69 -1.85 0.57
C 4.93 -1.93 -0.06
C 5.11 -1.14 -1.21
C 6.30 -1.19 -1.91
C 7.32 -2.01 -1.48
C 7.15 -2.76 -0.34
C 5.97 -2.74 0.39
P 3.75 -0.05 -1.77
C 3.45 -0.74 -3.44
C 2.74 0.01 -4.38
C 2.48 -0.50 -5.64
C 2.90 -1.77 -5.98
C 3.54 -2.56 -5.03
C 3.80 -2.05 -3.77
C 4.84 1.38 -2.12
C 5.44 1.95 -0.99
C 6.21 3.09 -1.09
C 6.39 3.70 -2.33
C 5.82 3.13 -3.46
C 5.05 1.98 -3.36
H 6.86 -3.75 3.55
H 6.78 -2.11 2.90
H 7.92 -3.27 2.23
H 6.00 -5.72 2.09
H 7.01 -5.21 0.73
H 5.26 -5.36 0.52
H 4.98 -4.81 3.81
H 2.85 -4.62 4.96
H 1.12 -3.14 4.11
H -1.94 -1.30 3.21
H -2.71 -4.86 2.62
H -1.49 -6.32 1.06
H -0.04 -5.24 -0.71
H 1.05 -3.12 -0.04
H 2.04 0.98 2.66
H 2.37 2.25 4.74
H 1.33 1.44 6.85
H -0.03 -0.61 6.83
H -0.40 -1.85 4.76
H 6.42 -0.59 -2.80
H 8.25 -2.06 -2.04
H 7.97 -3.40 -0.02
H 2.37 1.00 -4.12
H 1.94 0.11 -6.36
H 2.71 -2.16 -6.97
H 3.84 -3.57 -5.27
H 4.29 -2.68 -3.03
H 5.29 1.48 -0.03
H 6.66 3.52 -0.20
H 6.98 4.60 -2.41
H 5.98 3.59 -4.43
H 4.64 1.54 -4.25
Cl -3.90 1.14 4.22
C -2.62 2.19 3.59
C -2.35 1.81 2.15
O -2.46 2.68 1.26
O -2.01 0.63 1.87
H -1.74 2.02 4.20
H -2.95 3.22 3.66
O -0.77 8.92 -1.45
N -0.51 8.12 -0.57
O -0.07 8.42 0.53
C -0.72 6.72 -0.83
C -1.29 6.31 -2.03
C -1.51 4.97 -2.26
C -1.18 3.95 -1.29
O -1.49 2.74 -1.46
C -0.49 4.44 -0.13
C -0.30 5.79 0.10
N 0.04 3.54 0.82
O 0.10 2.32 0.56
O 0.49 3.97 1.87
N -2.05 4.60 -3.56
O -2.10 5.48 -4.41
O -2.41 3.46 -3.75
H -1.57 7.04 -2.77
H 0.19 6.13 1.00

---

63
Properties=species:S:1:pos:R:3 method="wB97M-V/def2-TZVPD" orbital_gap_ev="7.37 / 7.37" total_charge=-1 e_tot_ev=-179636.974
Co -0.15 -0.79 -0.69
C -0.09 -5.28 -0.32
C 1.22 -4.58 -0.52
N 2.29 -5.27 -0.81
C 3.47 -4.63 -1.00
C 3.62 -3.28 -0.86
C 4.95 -2.62 -1.12
O 4.96 -1.83 -2.31
C 2.48 -2.51 -0.53
C 2.59 -1.12 -0.18
N 1.60 -0.32 -0.09
C 1.78 0.97 0.48
C 2.77 1.84 0.06
C 2.90 3.08 0.66
C 2.04 3.46 1.68
C 1.04 2.59 2.10
C 0.92 1.36 1.50
I -0.60 0.02 2.02
C 1.23 -3.15 -0.39
O 0.13 -2.55 -0.12
H 0.04 -6.35 -0.52
H -0.85 -4.86 -0.98
H -0.45 -5.14 0.70
H 4.31 -5.25 -1.29
H 5.71 -3.38 -1.25
H 5.25 -2.01 -0.26
H 4.10 -1.40 -2.41
H 3.57 -0.74 0.09
H 3.41 1.55 -0.77
H 3.66 3.77 0.31
H 2.13 4.44 2.13
H 0.35 2.89 2.88
O -2.61 1.07 -2.97
As -1.91 1.75 -1.51
O -1.76 3.36 -1.67
O -0.42 1.00 -1.18
C -3.13 1.35 -0.06
C -3.44 2.47 0.71
C -4.22 2.34 1.86
C -4.69 1.09 2.24
C -4.39 -0.03 1.47
C -3.62 0.10 0.33
S -3.31 -1.38 -0.63
O -4.28 -1.36 -1.70
O -3.36 -2.47 0.31
O -1.96 -1.16 -1.22
H -2.91 0.16 -2.83
H -3.06 3.43 0.40
H -4.45 3.21 2.45
H -5.29 0.98 3.13
H -4.74 -1.01 1.75
F 0.57 2.01 -6.69
C 0.55 1.20 -5.62
C -0.51 0.33 -5.42
F -1.51 0.30 -6.30
C -0.53 -0.50 -4.32
F -1.55 -1.34 -4.17
C 0.50 -0.49 -3.37
O 0.50 -1.32 -2.33
C 1.56 0.38 -3.62
F 2.61 0.40 -2.77
C 1.59 1.22 -4.71
F 2.63 2.04 -4.91